Entry from OMol25: C18H37B3O11P2S as an isolated structure at a distorted geometry (the ωB97M-V functional and the def2-TZVPD basis).

Output
HOMO level, eV: -9.56
Lowest unoccupied orbital energy, eV: 0.439
Total charge: 0
Orbital gap, eV: 10.0

Last column: Mulliken charge in e.
CARTESIAN COORDINATES (ANGSTROEM)
S (-5.043, 5.109, -1.980)  -0.37
B (-4.172, 3.872, -2.983)  0.51
O (-3.478, 4.255, -4.115)  -0.34
B (-2.323, 3.514, -4.338)  0.35
O (-2.424, 2.153, -4.103)  -0.38
B (-2.893, 2.044, -2.782)  0.72
C (-1.973, 1.499, -1.664)  0.39
C (-0.882, 0.695, -2.001)  -0.19
C (-0.051, 0.242, -0.984)  -0.88
C (-0.325, 0.608, 0.318)  -0.46
C (-1.401, 1.407, 0.670)  -0.77
C (-2.236, 1.856, -0.339)  -0.39
O (-4.183, 2.538, -2.578)  -0.43
H (-5.123, 4.476, -0.805)  0.10
H (-1.277, 3.982, -4.644)  -0.09
H (-0.697, 0.455, -3.040)  0.41
H (0.795, -0.375, -1.257)  0.48
H (0.332, 0.282, 1.118)  0.58
H (-1.580, 1.699, 1.697)  0.44
H (-3.100, 2.479, -0.140)  0.35
O (-1.185, -3.476, -2.438)  -0.65
P (-2.012, -4.487, -3.120)  1.08
O (-1.111, -5.245, -4.223)  -0.33
C (0.128, -5.835, -3.835)  -0.30
C (-0.070, -7.105, -3.028)  -0.93
O (-2.988, -3.658, -4.099)  -0.43
C (-3.009, -2.232, -4.089)  -0.29
C (-2.023, -1.654, -5.083)  -0.85
O (-3.137, -5.608, -2.871)  -0.36
C (-3.333, -6.250, -1.596)  -0.25
C (-3.112, -5.331, -0.413)  -1.10
H (0.729, -5.114, -3.275)  0.25
H (0.660, -6.063, -4.758)  0.34
H (-0.487, -6.878, -2.043)  0.18
H (0.881, -7.616, -2.876)  0.42
H (-0.757, -7.782, -3.538)  0.26
H (-2.819, -1.851, -3.085)  0.28
H (-4.023, -1.931, -4.356)  0.36
H (-1.035, -2.103, -4.980)  0.24
H (-1.935, -0.574, -4.948)  0.11
H (-2.350, -1.844, -6.107)  0.37
H (-2.684, -7.127, -1.530)  0.25
H (-4.359, -6.616, -1.594)  0.32
H (-2.076, -4.985, -0.364)  0.32
H (-3.337, -5.851, 0.518)  0.40
H (-3.750, -4.448, -0.486)  0.31
O (4.239, 3.957, 3.366)  -0.76
P (3.372, 3.024, 4.105)  1.07
O (4.147, 1.623, 4.297)  -0.33
C (5.450, 1.613, 4.880)  -0.34
C (5.410, 1.872, 6.375)  -0.93
O (2.242, 2.559, 3.053)  -0.37
C (2.161, 3.125, 1.745)  -0.36
C (2.974, 2.330, 0.745)  -0.95
O (2.334, 2.930, 5.331)  -0.33
C (2.335, 3.863, 6.429)  -0.25
C (2.674, 5.282, 6.023)  -1.12
H (6.090, 2.344, 4.379)  0.28
H (5.862, 0.624, 4.687)  0.33
H (5.118, 2.906, 6.582)  0.18
H (6.392, 1.709, 6.819)  0.42
H (4.689, 1.214, 6.860)  0.26
H (2.465, 4.171, 1.756)  0.39
H (1.107, 3.104, 1.461)  0.32
H (3.987, 2.140, 1.099)  0.32
H (3.031, 2.856, -0.209)  0.34
H (2.510, 1.357, 0.572)  0.18
H (3.020, 3.509, 7.203)  0.25
H (1.333, 3.831, 6.856)  0.32
H (3.694, 5.352, 5.633)  0.35
H (2.596, 5.950, 6.880)  0.40
H (1.999, 5.631, 5.240)  0.32

Atomic forces in eV per Å
S 0.0 0.7 -0.3
B -1.0 -0.5 0.1
O 0.6 0.5 0.6
B -0.5 -0.6 -0.8
O 0.8 0.5 0.8
B -0.5 -1.1 -0.7
C -0.6 0.1 -0.5
C 0.0 0.2 0.5
C -0.2 0.0 -0.8
C 0.5 -0.2 0.9
C -0.3 0.3 -0.4
C 0.1 -0.2 -0.1
O 1.0 0.8 0.5
H 0.0 -0.4 -0.2
H -0.2 0.2 -0.3
H 0.0 -0.1 0.0
H 0.0 -0.1 0.3
H 0.0 -0.1 -0.1
H 0.1 -0.1 0.0
H 0.0 0.0 0.1
O -0.2 -1.3 2.1
P -0.7 1.6 -4.8
O -0.1 -0.2 0.6
C 0.3 -0.2 0.0
C -0.1 0.1 0.1
O -0.2 -0.2 0.2
C 0.1 0.3 -0.1
C 0.1 0.0 -0.2
O 1.0 0.2 2.1
C -0.1 -0.3 0.3
C 0.2 0.2 -0.1
H -0.1 0.1 0.0
H -0.1 0.1 -0.1
H 0.0 0.0 0.0
H 0.0 0.0 0.0
H 0.0 0.0 0.0
H 0.1 -0.1 0.0
H 0.0 -0.2 0.0
H 0.0 0.0 0.2
H 0.0 0.0 0.0
H 0.0 0.0 0.0
H 0.0 0.0 -0.1
H 0.0 0.1 -0.2
H 0.0 0.0 0.0
H 0.0 0.0 0.0
H 0.0 0.0 0.0
O 0.1 1.4 2.0
P -1.4 -3.7 -3.2
O 0.0 0.5 0.4
C 0.3 -0.1 0.1
C -0.1 0.1 0.0
O -0.2 0.1 0.3
C 0.1 0.0 -0.3
C 0.0 -0.2 0.0
O 1.2 1.9 0.5
C -0.1 0.2 0.4
C 0.1 0.0 -0.2
H -0.1 0.0 0.0
H -0.1 0.0 -0.1
H 0.0 0.0 0.0
H 0.0 0.0 0.0
H 0.0 0.0 0.0
H 0.1 0.0 0.1
H 0.0 -0.1 0.1
H 0.0 0.2 0.1
H 0.0 0.0 0.0
H 0.0 0.0 0.0
H 0.0 -0.1 -0.1
H 0.0 -0.1 -0.1
H 0.0 0.0 0.0
H -0.1 0.0 0.0
H 0.0 0.0 0.0